Record 1
{"formula": "C30H53NO11", "method": "wB97M-V/def2-TZVPD", "symbols": ["C", "H", "C", "H", "C", "C", "N", "C", "C", "C", "C", "C", "C", "H", "H", "C", "O", "O", "C", "H", "C", "O", "C", "H", "C", "O", "C", "C", "O", "C", "H", "H", "C", "O", "C", "H", "H", "C", "O", "C", "C", "H", "H", "O", "C", "C", "O", "C", "C", "O", "C", "C", "O", "C", "H", "H", "H", "H", "H", "H", "H", "H", "H", "H", "H", "H", "H", "H", "H", "H", "H", "H", "H", "H", "H", "H", "H", "H", "H", "H", "H", "H", "H", "H", "H", "H", "H", "H", "H", "H", "H", "H", "H", "H", "H"], "coordinates": [[3.953, -0.119, -5.503], [4.771, -0.407, -6.160], [3.834, 1.399, -5.447], [3.665, 1.778, -6.458], [2.689, 1.872, -4.551], [2.997, 1.683, -3.069], [1.857, 2.074, -2.269], [1.819, 2.038, -0.917], [2.859, 1.474, -0.161], [2.780, 1.436, 1.210], [1.673, 1.957, 1.886], [0.637, 2.527, 1.139], [0.708, 2.564, -0.232], [-0.096, 3.009, -0.802], [-0.215, 2.949, 1.649], [1.666, 1.899, 3.349], [2.568, 1.452, 4.023], [0.535, 2.404, 3.897], [0.498, 2.443, 5.318], [-0.294, 3.150, 5.573], [0.215, 1.076, 5.956], [-1.139, 0.694, 5.931], [-1.655, 0.446, 4.642], [-0.942, -0.146, 4.048], [-2.953, -0.352, 4.821], [-3.521, -0.809, 3.619], [-4.401, 0.070, 2.949], [-3.754, 0.922, 1.842], [-3.616, 0.236, 0.619], [-2.667, -0.816, 0.612], [-2.923, -1.440, -0.249], [-2.747, -1.413, 1.525], [-1.234, -0.285, 0.434], [-0.301, -1.327, 0.260], [0.273, -1.818, 1.450], [0.950, -1.059, 1.875], [-0.496, -2.054, 2.197], [1.038, -3.110, 1.127], [1.853, -3.046, -0.011], [2.879, -2.074, 0.038], [3.811, -2.273, -1.162], [4.755, -1.758, -0.967], [4.004, -3.348, -1.278], [3.345, -1.725, -2.371], [2.203, -2.355, -2.934], [0.971, -1.443, -2.836], [-0.174, -1.993, -3.445], [-0.845, -2.971, -2.671], [-2.289, -3.099, -3.172], [-3.165, -2.118, -2.675], [-2.915, -0.815, -3.163], [-4.106, 0.073, -2.780], [-3.936, 1.423, -3.151], [-3.037, 2.138, -2.339], [-1.995, 1.869, -2.550], [-3.186, 3.192, -2.573], [-3.243, 1.962, -1.277], [-4.280, -0.008, -1.700], [-4.997, -0.269, -3.311], [-1.990, -0.419, -2.727], [-2.795, -0.834, -4.255], [-2.706, -4.049, -2.832], [-2.276, -3.077, -4.271], [-0.842, -2.681, -1.613], [-0.347, -3.945, -2.773], [0.772, -1.213, -1.783], [1.171, -0.515, -3.377], [2.424, -2.552, -3.990], [2.004, -3.302, -2.427], [3.460, -2.192, 0.965], [2.461, -1.060, 0.008], [0.324, -3.907, 0.904], [1.630, -3.387, 2.014], [-1.191, 0.321, -0.475], [-0.940, 0.347, 1.281], [-4.419, 1.760, 1.614], [-2.789, 1.318, 2.181], [-5.160, -0.565, 2.481], [-4.891, 0.734, 3.672], [-3.670, 0.254, 5.390], [-2.721, -1.248, 5.404], [-1.845, 1.392, 4.118], [0.476, 1.123, 7.014], [0.841, 0.318, 5.464], [1.463, 2.804, 5.687], [3.579, 1.006, 1.795], [3.726, 1.071, -0.659], [1.131, 2.592, -2.738], [3.230, 0.633, -2.865], [3.874, 2.290, -2.801], [1.783, 1.318, -4.808], [2.499, 2.932, -4.740], [4.772, 1.828, -5.088], [4.139, -0.538, -4.519], [3.034, -0.554, -5.892]], "lumo_ev": 0.693, "orbital_gap_ev": 8.75, "e_above_lowest_kj_mol": 11.96}


Record 2
{"formula": "C2H5BF6N2O6P", "method": "wB97M-V/def2-TZVPD", "symbols": ["O", "N", "O", "C", "O", "C", "O", "N", "B", "O", "O", "H", "H", "H", "H", "H", "F", "P", "F", "F", "F", "F", "F"], "coordinates": [[1.906, -2.690, -0.134], [1.707, -2.257, -1.194], [1.865, -0.844, -1.218], [0.616, -0.232, -1.456], [0.050, 0.257, -0.262], [-1.090, -0.385, 0.079], [-1.094, -1.063, 1.023], [-2.292, -0.178, -0.682], [-2.784, -1.385, -1.343], [-4.065, -1.335, -1.907], [-2.078, -2.553, -1.472], [-0.044, -0.889, -2.038], [0.838, 0.634, -2.085], [-2.992, 0.067, 0.014], [-4.640, -0.793, -1.358], [-2.638, -3.302, -1.251], [3.095, 1.278, 3.126], [2.391, 2.422, 2.184], [3.225, 3.502, 3.096], [1.008, 2.183, 1.336], [2.682, 3.630, 1.112], [1.247, 2.500, 3.357], [3.086, 1.435, 1.072]], "lumo_ev": 1.869, "orbital_gap_ev": 9.18, "total_charge": -1}


Repeat the second record exactly.
{"formula": "C2H5BF6N2O6P", "method": "wB97M-V/def2-TZVPD", "symbols": ["O", "N", "O", "C", "O", "C", "O", "N", "B", "O", "O", "H", "H", "H", "H", "H", "F", "P", "F", "F", "F", "F", "F"], "coordinates": [[1.906, -2.690, -0.134], [1.707, -2.257, -1.194], [1.865, -0.844, -1.218], [0.616, -0.232, -1.456], [0.050, 0.257, -0.262], [-1.090, -0.385, 0.079], [-1.094, -1.063, 1.023], [-2.292, -0.178, -0.682], [-2.784, -1.385, -1.343], [-4.065, -1.335, -1.907], [-2.078, -2.553, -1.472], [-0.044, -0.889, -2.038], [0.838, 0.634, -2.085], [-2.992, 0.067, 0.014], [-4.640, -0.793, -1.358], [-2.638, -3.302, -1.251], [3.095, 1.278, 3.126], [2.391, 2.422, 2.184], [3.225, 3.502, 3.096], [1.008, 2.183, 1.336], [2.682, 3.630, 1.112], [1.247, 2.500, 3.357], [3.086, 1.435, 1.072]], "lumo_ev": 1.869, "orbital_gap_ev": 9.18, "total_charge": -1}